Entry 1:
{
  "formula": "C4H12BrFeO2",
  "method": "wB97M-V/def2-TZVPD",
  "e_homo_ev": [-13.28, -13.24],
  "mol_weight_da": 227.9,
  "de_lowest_kcal_mol": 73.68,
  "homo_lumo_gap_ev": [6.09, 5.37],
  "fmax_ev_per_a": 5.9,
  "spin_multiplicity": 5,
  "total_charge": 1,
  "energy_ha": -4147.33760,
  "species": ["Fe", "Br", "C", "C", "O", "H", "H", "H", "H", "H", "H", "C", "C", "O", "H", "H", "H", "H", "H", "H"],
  "coordinates": [[-1.79, -2.89, 1.14], [-0.88, -1.44, 0.14], [1.42, -1.98, -2.27], [0.99, -0.54, -2.39], [-0.43, -0.55, -2.34], [2.50, -2.07, -2.12], [1.09, -2.50, -3.17], [1.00, -2.51, -1.41], [1.24, -0.16, -3.38], [1.42, 0.09, -1.61], [-0.66, -0.83, -1.45], [-0.73, 2.35, 2.91], [-0.39, 1.50, 1.71], [-1.54, 1.04, 1.04], [-1.28, 1.77, 3.65], [-1.38, 3.17, 2.59], [0.18, 2.64, 3.43], [0.22, 0.64, 1.99], [0.21, 2.00, 0.96], [-1.18, 0.27, 0.59]]
}

Entry 2:
{
  "formula": "C4H12ClMgO4S",
  "method": "wB97M-V/def2-TZVPD",
  "e_homo_ev": -12.17,
  "mol_weight_da": 216.0,
  "de_lowest_kcal_mol": 78.41,
  "homo_lumo_gap_ev": 3.55,
  "fmax_ev_per_a": 2.8,
  "total_charge": 1,
  "energy_ha": -1518.70096,
  "species": ["Mg", "Cl", "O", "S", "O", "O", "C", "C", "C", "H", "H", "H", "H", "H", "H", "H", "H", "C", "O", "H", "H", "H", "H"],
  "coordinates": [[2.12, 5.76, -0.39], [1.86, 3.50, -0.27], [-0.05, -0.97, -1.77], [-1.20, -0.57, -0.98], [-2.54, -0.85, -1.50], [-0.99, -1.37, 0.48], [-2.00, -1.34, 1.48], [-1.71, -2.38, 2.57], [-1.07, 1.11, -0.38], [-2.92, -1.53, 0.94], [-2.10, -0.33, 1.86], [-2.52, -2.26, 3.28], [-0.83, -2.19, 3.18], [-1.79, -3.38, 2.14], [-2.07, 1.52, -0.29], [-0.32, 1.71, -0.90], [-0.69, 1.03, 0.64], [3.17, 0.22, -1.94], [3.61, 0.70, -0.69], [3.80, -0.55, -2.39], [2.17, -0.22, -1.94], [3.07, 1.00, -2.69], [3.01, 1.40, -0.43]]
}

Entry 3:
{
  "formula": "C4H12ClMnO4",
  "method": "wB97M-V/def2-TZVPD",
  "e_homo_ev": [-11.69, -11.69],
  "mol_weight_da": 214.5,
  "de_lowest_kcal_mol": 0.00,
  "homo_lumo_gap_ev": [6.34, 6.23],
  "fmax_ev_per_a": 1.5,
  "spin_multiplicity": 6,
  "total_charge": 1,
  "energy_ha": -2071.50695,
  "species": ["Mn", "Cl", "C", "C", "O", "O", "H", "H", "H", "H", "H", "H", "C", "C", "O", "O", "H", "H", "H", "H", "H", "H"],
  "coordinates": [[-6.10, -5.06, 10.07], [-6.62, -2.86, 9.77], [-5.05, -5.92, 7.46], [-6.43, -5.44, 7.24], [-7.21, -5.80, 8.42], [-4.53, -5.24, 8.66], [-4.40, -5.71, 6.62], [-5.05, -6.99, 7.67], [-6.82, -5.92, 6.35], [-6.48, -4.36, 7.10], [-8.15, -5.84, 8.22], [-3.59, -5.45, 8.73], [-9.53, -0.24, 10.10], [-10.88, 0.21, 9.59], [-11.88, -0.17, 10.54], [-9.65, -1.56, 10.58], [-9.18, 0.44, 10.88], [-8.83, -0.21, 9.25], [-11.10, -0.27, 8.64], [-10.85, 1.30, 9.51], [-12.53, 0.53, 10.60], [-8.77, -1.95, 10.65]]
}

Entry 4:
{
  "formula": "C4H12ClN2",
  "method": "wB97M-V/def2-TZVPD",
  "e_homo_ev": [-12.13, -14.37],
  "mol_weight_da": 123.6,
  "de_lowest_kcal_mol": 17.51,
  "homo_lumo_gap_ev": [9.35, 8.87],
  "fmax_ev_per_a": 4.7,
  "spin_multiplicity": 3,
  "total_charge": 1,
  "energy_ha": -728.83076,
  "species": ["C", "C", "C", "C", "N", "N", "Cl", "H", "H", "H", "H", "H", "H", "H", "H", "H", "H", "H", "H"],
  "coordinates": [[-2.74, -1.14, 0.36], [1.14, 1.34, 0.79], [1.99, 0.00, -1.33], [0.47, -0.84, 0.33], [-1.84, -0.15, 0.58], [0.92, 0.33, -0.25], [-1.97, 1.20, -0.48], [-2.95, -1.47, -0.71], [-2.52, -1.85, 1.13], [-3.65, -0.70, 0.75], [0.38, 1.40, 1.70], [2.10, 1.34, 1.24], [1.16, 2.44, 0.34], [2.88, -0.47, -0.90], [1.39, -0.60, -2.00], [2.16, 1.06, -1.72], [0.29, -1.63, -0.33], [0.69, -0.91, 1.34], [0.12, 0.64, -0.83]]
}

Entry 5:
{
  "formula": "C4H12ClNOTi2",
  "method": "wB97M-V/def2-TZVPD",
  "e_homo_ev": [-13.62, -16.08],
  "mol_weight_da": 221.3,
  "de_lowest_kcal_mol": 146.98,
  "homo_lumo_gap_ev": [5.41, 7.73],
  "fmax_ev_per_a": 11.4,
  "spin_multiplicity": 7,
  "total_charge": 2,
  "energy_ha": -2447.70637,
  "species": ["Ti", "Ti", "Cl", "C", "C", "C", "O", "C", "N", "H", "H", "H", "H", "H", "H", "H", "H", "H", "H", "H", "H"],
  "coordinates": [[3.32, -2.86, 0.41], [3.90, -0.02, 1.52], [2.45, -1.53, 1.76], [0.89, 1.45, 0.91], [-0.01, 0.22, 0.59], [-0.90, 0.49, -0.71], [-1.75, -0.51, -1.07], [-2.85, -0.04, -1.84], [0.73, -1.13, 0.63], [1.72, -1.11, 0.41], [0.61, -1.63, 1.50], [0.37, -1.77, -0.07], [1.32, 1.58, 1.90], [0.43, 2.39, 0.61], [1.74, 1.42, 0.23], [-0.80, 0.24, 1.34], [-0.27, 0.99, -1.44], [-1.32, 1.45, -0.43], [-3.41, 0.68, -1.25], [-3.60, -0.74, -2.22], [-2.58, 0.45, -2.78]]
}

Entry 6:
{
  "formula": "C4H12CsO2",
  "method": "wB97M-V/def2-TZVPD",
  "e_homo_ev": -13.11,
  "mol_weight_da": 225.0,
  "de_lowest_kcal_mol": 27.84,
  "homo_lumo_gap_ev": 9.38,
  "fmax_ev_per_a": 2.5,
  "total_charge": 1,
  "energy_ha": -329.97953,
  "species": ["Cs", "C", "C", "O", "H", "H", "H", "H", "H", "H", "C", "C", "O", "H", "H", "H", "H", "H", "H"],
  "coordinates": [[-0.83, 2.15, 2.81], [-0.31, -2.51, 2.22], [-1.74, -2.18, 1.63], [-2.61, -1.82, 2.73], [-0.44, -3.31, 2.95], [0.14, -1.61, 2.64], [0.25, -3.04, 1.45], [-2.21, -3.09, 1.26], [-1.80, -1.35, 0.92], [-2.56, -2.49, 3.41], [1.04, 1.89, -3.27], [1.36, 2.61, -2.04], [1.49, 1.69, -0.96], [1.91, 1.31, -3.59], [0.86, 2.64, -4.05], [0.20, 1.21, -3.20], [0.52, 3.23, -1.74], [2.29, 3.10, -2.34], [2.43, 1.57, -0.83]]
}